(1)
Below is a 3-piece molecular cluster, C20H40FO5S overall, with properties calculated with ωB97M-V with the def2-TZVPD basis set.

Calculated values
* Kohn-Sham gap: 9.31 eV
* E_HOMO: -12.19 eV
* strongest force on any atom: 0.84 eV/A
* DFT total energy: -1660.05052 hartree
* total charge: +1

Last column: Löwdin charge in e.
Geometry (Å):
C 3.35267 -2.03818 0.08469  -0.099
C 3.57324 -0.83100 -0.83967  -0.242
C 2.78114 -0.95855 -2.14247  -0.245
C 2.56106 0.35959 -2.88510  -0.182
C 1.89320 1.46484 -2.04374  -0.184
C 0.80158 0.96490 -1.09777  -0.209
C -0.53837 0.75634 -1.80790  -0.196
C -1.68142 0.43015 -0.84424  -0.202
C -1.46491 -0.83248 0.00285  -0.195
C -2.14257 -2.10353 -0.51484  -0.361
S -2.17937 -2.39458 -2.29307  1.188
C -0.53611 -3.07239 -2.70036  -0.227
C 0.22441 -2.37721 -3.81967  -0.510
O 1.32162 -2.62398 -4.11060  0.224
F -0.53377 -1.46670 -4.48024  0.081
H 2.55988 -1.83507 0.81035  0.066
H 4.24968 -2.30300 0.64417  0.071
H 3.05098 -2.92037 -0.49120  0.065
H 3.28230 0.07736 -0.30416  0.091
H 4.63846 -0.75027 -1.07040  0.116
H 3.30913 -1.65667 -2.80085  0.115
H 1.81130 -1.43448 -1.92657  0.070
H 3.53899 0.71657 -3.22349  0.118
H 1.98613 0.17063 -3.79916  0.100
H 1.42597 2.17357 -2.73838  0.112
H 2.64043 2.03686 -1.49283  0.094
H 0.65682 1.69838 -0.29944  0.110
H 1.11049 0.04501 -0.59810  0.082
H -0.78400 1.68097 -2.33811  0.126
H -0.42200 -0.02894 -2.57264  0.077
H -1.82160 1.27630 -0.16808  0.124
H -2.63809 0.34101 -1.38159  0.108
H -1.90002 -0.68471 0.99532  0.123
H -0.40404 -1.03092 0.16009  0.108
H -3.17967 -2.17038 -0.17945  0.085
H -1.63084 -2.98929 -0.12466  0.106
H -2.04505 -1.16322 -2.81823  0.007
H 0.07422 -3.10354 -1.79706  0.110
H -0.72629 -4.09680 -3.02726  0.115
O -2.71768 -2.16362 3.52160  0.105
C -3.82105 -2.60006 3.33946  -0.525
O -4.55474 -2.03951 2.34578  -0.030
C -5.78880 -2.60061 1.86942  -0.243
C -6.98217 -2.12886 2.67076  -0.057
C -4.42544 -3.68678 4.19010  0.021
H -5.72527 -3.68911 1.83572  0.112
H -5.86777 -2.24933 0.84022  0.115
H -6.92847 -2.46703 3.70498  0.073
H -7.90361 -2.51396 2.23403  0.087
H -7.02668 -1.04025 2.67317  0.087
H -4.96759 -3.21894 5.01221  0.102
H -3.61348 -4.27602 4.60622  0.095
H -5.10486 -4.34562 3.65640  0.075
O 2.50824 2.39197 1.16782  0.089
C 2.77213 3.56344 1.26140  -0.516
O 3.43322 4.14357 0.24290  -0.005
C 3.66738 5.55955 0.16522  -0.227
C 4.92919 5.96829 0.89244  -0.059
C 2.45302 4.36304 2.49971  0.020
H 2.79449 6.10953 0.51658  0.111
H 3.76173 5.75585 -0.90128  0.124
H 4.85761 5.77868 1.96338  0.070
H 5.11513 7.03240 0.74679  0.085
H 5.78241 5.41097 0.50690  0.086
H 3.31138 4.31355 3.16997  0.099
H 1.60543 3.89579 2.99275  0.091
H 2.22062 5.40687 2.30918  0.075

=====

(2)
Below is a 2-piece molecular cluster, C4H12N3O overall in a non-equilibrium geometry, with properties calculated with ωB97M-V with the def2-TZVPD basis set.

Calculated values
* Kohn-Sham gap: 10.71 eV
* E_HOMO: -14.04 eV
* strongest force on any atom: 2.95 eV/A
* DFT total energy: -398.88320 hartree
* total charge: +1

Last column: Löwdin charge in e.
Geometry (Å):
C -1.30546 -0.97946 2.71334  -0.034
C -0.40957 -0.83579 1.50386  -0.369
C 0.74450 -1.49606 1.27223  0.115
N -0.96813 0.07000 0.52360  0.188
H -0.92614 -1.74395 3.41208  0.099
H -1.31588 -0.02914 3.29792  0.100
H -2.36781 -1.13284 2.36168  0.109
H 1.11620 -1.46528 0.25752  0.053
H 1.07639 -2.29409 1.92692  0.091
H -1.24117 0.95714 0.93396  0.171
H -1.76089 -0.32426 0.02946  0.173
H -0.17815 0.34517 -0.20435  0.127
N 0.26333 0.98166 -3.25865  0.144
C 0.82232 1.62990 -2.12916  -0.626
N 1.25090 0.75053 -1.11810  0.094
O 0.84886 2.83119 -2.04776  0.096
H 0.26016 1.53558 -4.11221  0.117
H 0.53784 0.01791 -3.40153  0.089
H 1.67028 -0.11939 -1.45695  0.115
H 1.88244 1.30118 -0.50386  0.150

=====

(3)
Below is a 2-piece molecular cluster, C5H10O2 overall, with properties calculated with ωB97M-V with the def2-TZVPD basis set.

Calculated values
* Kohn-Sham gap: 9.47 eV
* E_HOMO: -8.52 eV
* strongest force on any atom: 0.54 eV/A
* DFT total energy: -346.94899 hartree
* total charge: 0

Last column: Löwdin charge in e.
Geometry (Å):
C -1.60172 1.38209 -0.66710  -0.110
C -0.10623 1.44845 -0.78424  -0.170
C 0.69194 0.51035 -1.29379  -0.255
O 0.33841 -0.73153 -1.73147  -0.010
H -1.93122 1.37781 0.37720  0.071
H -2.02047 0.48354 -1.13190  0.065
H -2.05449 2.24756 -1.16393  0.073
H 0.38086 2.34942 -0.41957  0.098
H 1.76485 0.65850 -1.39037  0.117
H -0.54997 -0.92659 -1.39926  0.074
C 1.31314 -0.97106 1.43243  -0.053
C -0.04271 -1.60129 1.30105  -0.287
O -1.03128 -1.06403 0.85565  0.024
H 1.76079 -1.24945 2.39092  0.079
H 1.25966 0.11241 1.32027  0.073
H 1.95056 -1.37598 0.63493  0.091
H -0.10512 -2.65654 1.63429  0.119

=====

(4)
Below is C13H33BeCaCl2FKLiMgO14P4S as an isolated structure in a non-equilibrium geometry, with properties calculated with ωB97M-V with the def2-TZVPD basis set.

Calculated values
* Kohn-Sham gap: 1.22 eV
* E_HOMO: -10.33 eV
* strongest force on any atom: 7.67 eV/A
* DFT total energy: -5851.60020 hartree
* total charge: +2

Last column: Löwdin charge in e.
Geometry (Å):
C -1.59511 5.76216 -3.91377  -0.049
C -0.15559 5.71832 -3.43178  -0.264
O -0.15190 4.90235 -2.24864  -0.196
P 1.23977 4.86959 -1.45471  0.481
O 1.22638 5.96966 -0.50614  -0.236
C 1.40914 3.33616 -0.49962  -0.191
C 0.98799 2.00025 -1.20715  -0.256
C -0.54177 1.95864 -1.68407  -0.306
C -0.51224 2.05830 -3.17522  -0.452
F -1.77611 2.33308 -3.71661  -0.059
C -0.00928 0.84900 -3.95875  -0.153
C 0.16906 1.30084 -5.41039  -0.277
P -1.39440 0.41687 -1.19072  0.262
O -0.55798 -0.94760 -1.50372  -0.244
O -1.64817 0.43933 0.49369  -0.635
S -3.18112 0.23804 -1.93593  0.312
O 2.49463 5.11379 -2.43835  -0.163
C 2.85093 4.03964 -3.31075  -0.267
C 2.92662 4.47199 -4.77929  -0.060
H -1.72518 6.44769 -4.74177  0.082
H -2.24352 5.99715 -3.07823  0.093
H -1.85560 4.74125 -4.18620  0.054
H 0.25852 6.70829 -3.26858  0.132
H 0.41513 5.21771 -4.21510  0.076
H 2.47216 3.24790 -0.27274  0.107
H 0.93194 3.53001 0.46698  0.072
H 1.07509 1.20072 -0.45946  0.073
H 1.66384 1.69405 -1.99983  0.079
H 0.11427 2.90947 -3.46119  0.098
H -0.69449 0.00930 -3.93960  0.113
H 0.95387 0.48227 -3.61951  0.127
H 0.95377 0.66793 -5.90571  0.090
H -0.79994 1.14010 -5.95071  0.074
H 0.53518 2.36234 -5.45469  0.011
H -1.21322 -1.66108 -1.55787  0.051
H -2.44471 -0.08326 0.69937  0.000
H 3.84359 3.69182 -3.04087  0.131
H 2.17613 3.18890 -3.26560  0.074
H 3.69731 3.92217 -5.30881  0.077
H 3.03355 5.54472 -4.88483  0.098
H 1.98343 4.20916 -5.28469  0.012
K -0.59662 1.57426 1.65770  0.905
C -2.45753 -5.30091 2.36977  -0.092
O -1.40893 -5.12784 3.34566  -0.261
P -0.22295 -4.11057 3.03052  0.319
O -0.58993 -2.70369 3.07700  -0.210
O 0.40724 -4.60390 1.62760  -0.433
C 0.06108 -3.87826 0.41575  -0.108
O 0.86976 -4.60294 4.02506  -0.248
C 0.68434 -4.24189 5.40185  -0.065
H -3.33983 -5.67046 2.88071  0.075
H -2.70246 -4.35486 1.88762  0.086
H -2.13954 -6.03107 1.62631  0.098
H -0.69819 -3.12555 0.60999  0.070
H -0.31127 -4.59489 -0.31145  0.099
H 0.95935 -3.39989 0.02833  0.054
H 0.19967 -5.07170 5.91558  0.033
H 0.08160 -3.33677 5.49758  0.102
H 1.64859 -4.08011 5.87511  0.097
Cl -3.22722 0.16543 3.19583  -0.031
Be 2.46871 -4.92770 1.60924  0.542
O 4.27539 -6.09790 6.68640  -0.168
P 3.24881 -6.36783 7.77986  -0.139
O 2.52166 -7.67455 7.49106  -0.200
O 2.25667 -5.21127 7.82133  -0.281
O 3.95946 -6.49591 9.11803  -0.106
Li -1.39567 -5.84173 5.98681  0.849
O -3.32344 -0.88785 6.41861  -0.129
H -3.00994 -0.77061 5.51212  -0.086
H -3.94594 -1.62961 6.38521  -0.093
Ca 0.29326 2.24256 -7.44360  1.638
Cl -4.21002 -3.35474 4.83014  -0.234
Mg -5.26811 -0.48630 4.24981  0.948

=====

(5)
Below is C12H27ClLaNO2P2 as an isolated structure in a non-equilibrium geometry, with properties calculated with ωB97M-V with the def2-TZVPD basis set.

Calculated values
* Kohn-Sham gap (spin up / spin down): 5.14 / 4.21 eV
* E_HOMO (spin up / spin down): -5.33 / -4.26 eV
* strongest force on any atom: 3.22 eV/A
* DFT total energy: -1853.03219 hartree
* total charge: 0

Last column: Löwdin charge in e.
Geometry (Å):
C -0.70030 -2.94429 -1.32073  -0.051
C -0.27269 -1.91716 -0.42440  -0.402
N -0.82984 -0.64031 -0.55030  -0.112
C -2.03393 -0.55328 -1.18129  -0.378
C -2.60107 -1.60054 -1.88718  -0.081
C -1.89746 -2.80049 -2.01270  -0.082
C 0.74477 -2.13981 0.54712  -0.361
P 1.02784 -1.19159 2.01308  0.733
La 0.99081 1.08418 -0.08527  1.178
P -1.72898 2.19487 -0.75888  0.747
C -2.82282 0.70672 -0.96535  -0.304
O 3.39908 -2.50044 -1.99370  -0.093
O 3.58651 0.50165 0.05128  -0.227
H -0.11730 -3.87326 -1.36866  0.110
H -3.58653 -1.48071 -2.33262  0.102
H -2.29733 -3.62411 -2.59815  0.102
C 0.21019 -2.20668 3.30723  -0.287
C 2.79977 -1.68069 2.29398  -0.286
H -3.54303 0.90690 -1.77497  0.092
H -3.36383 0.62926 -0.00462  0.093
H 4.30883 -2.68287 -2.35685  0.061
H 1.43769 -2.95281 0.26347  0.060
C -2.86414 3.28638 0.12613  -0.280
C -1.83837 2.83524 -2.47378  -0.310
H 0.79646 2.84397 -1.84706  -0.042
H 4.41536 0.93493 0.39113  0.099
H 3.98163 -0.26847 -0.40573  0.050
H 2.96999 -2.08827 -2.76138  0.034
H -0.11287 1.57273 2.29268  -0.071
H 1.12893 2.29369 -2.28281  -0.023
H 0.74113 -3.16642 3.42370  0.040
H 0.20445 -1.65578 4.26213  0.032
H -0.82460 -2.40926 2.99370  0.039
H 2.87333 -2.76884 2.34510  0.038
H 3.48041 -1.32253 1.51648  0.004
H 3.13670 -1.24387 3.23493  0.034
H -2.87462 3.11731 -2.72233  0.044
H -1.18416 3.71782 -2.54684  0.032
H -1.48466 2.06629 -3.17945  0.048
H -3.58014 3.74607 -0.57310  0.046
H -3.41602 2.71400 0.88600  0.045
H -2.27625 4.07079 0.62583  0.039
Cl 1.22688 3.53819 0.94131  -0.019
C 0.71129 2.24074 2.61791  -0.452
H 1.66515 1.76187 2.87680  -0.032
H 0.41371 2.94886 3.39817  -0.010

=====

(6)
Below is C27H48OOsP2 as an isolated structure in a non-equilibrium geometry, with properties calculated with ωB97M-V with the def2-TZVPD basis set.

Calculated values
* Kohn-Sham gap (spin up / spin down): 5.66 / 3.15 eV
* E_HOMO (spin up / spin down): -11.58 / -11.59 eV
* multiplicity: 5
* <S²>: 6.044
* strongest force on any atom: 4.87 eV/A
* DFT total energy: -1905.18423 hartree
* total charge: +2

Last column: Löwdin charge in e.
Geometry (Å):
P -0.13246 -2.41292 -3.28207  0.935
P 0.30987 1.31986 -3.44239  0.953
C -0.41393 -1.18573 -4.65080  -0.273
C 0.56089 0.00039 -4.70394  -0.326
H -1.46772 -0.85077 -4.67686  0.105
H -0.23954 -1.77683 -5.56290  0.112
H 1.60882 -0.33152 -4.71515  0.085
H 0.48023 0.50436 -5.68330  0.118
C -1.02004 2.33969 -4.12858  -0.182
H -1.32317 3.09986 -3.37718  0.082
H -1.90784 1.69528 -4.24323  0.056
H -0.85327 2.89884 -5.04635  0.069
C 1.78532 2.33319 -3.85154  -0.170
H 1.70450 2.75657 -4.86133  0.079
H 2.65711 1.70184 -3.84889  0.050
H 1.94846 3.13033 -3.15756  0.060
C -1.24677 -3.76358 -3.81427  -0.155
H -1.28910 -4.45806 -2.98424  0.068
H -0.83540 -4.22346 -4.71493  0.064
H -2.23646 -3.33690 -3.98944  0.073
C 1.45425 -3.15864 -3.72559  -0.138
H 2.10061 -2.41114 -4.19510  0.062
H 1.25360 -3.94142 -4.48199  0.081
H 1.98602 -3.64442 -2.89930  0.081
Os 1.64189 -0.59707 0.54780  1.364
C -0.03802 1.58014 -1.64102  -0.345
C -1.44908 1.50896 -1.36107  -0.203
C -2.26576 0.33111 -1.69357  -0.234
C -2.06662 -1.18125 -1.34831  -0.124
C -0.77602 -2.03135 -1.72353  -0.405
C 0.56509 -1.79939 -0.96744  -0.298
C 1.64996 -0.83423 -1.49749  -0.433
C 1.60273 0.78394 -1.00585  -0.274
C 2.82837 -1.20750 2.06017  -0.296
H 0.32140 2.61235 -1.42966  0.112
H -1.77042 2.16252 -0.54306  0.090
H -2.46302 0.35354 -2.77727  0.078
H -3.25772 0.51345 -1.19763  0.135
H -2.17824 -1.28030 -0.27073  0.117
H -2.91817 -1.66982 -1.88518  0.123
H -1.10876 -2.99653 -1.26063  0.134
H 1.01733 -2.78701 -0.72610  0.096
H 1.54796 -0.65270 -2.58770  0.055
H 2.62304 -1.32202 -1.29959  0.100
H 1.93838 1.14867 0.05754  0.054
H 2.36207 1.23149 -1.68188  0.071
H 2.75030 -0.39990 2.78980  0.000
H 3.86615 -1.42930 1.74901  0.016
H 2.27739 -2.07755 2.43664  -0.012
C -1.72894 3.51814 2.32250  -0.043
C -0.28303 3.04331 2.46222  -0.362
C 0.65165 4.22910 2.74286  -0.059
C -0.12661 1.96442 3.54182  -0.052
C 0.00036 2.35970 4.86217  0.052
C 0.00684 1.40868 5.88650  -0.018
C -0.16797 0.07192 5.57137  0.041
C -0.28215 -0.38173 4.26557  -0.081
C -0.51056 -1.84021 4.05939  -0.375
C 0.63399 -2.65441 4.67289  -0.046
C -1.84219 -2.33384 4.63933  -0.043
C -0.07398 0.56217 3.21112  -0.290
O 0.08970 0.21735 1.97161  -0.229
H -2.07518 3.99806 3.24395  0.094
H -2.37599 2.66889 2.12110  0.082
H -1.81059 4.21795 1.49271  0.087
H 0.02990 2.56277 1.51322  0.116
H 0.28346 4.81879 3.58995  0.081
H 1.66174 3.90069 2.96411  0.086
H 0.69902 4.88921 1.86086  0.095
H 0.07142 3.41810 5.11284  0.136
H 0.07366 1.74111 6.91740  0.122
H -0.22223 -0.64890 6.39062  0.139
H -0.52717 -2.02471 2.96612  0.134
H 0.61795 -2.54941 5.77454  0.092
H 0.55556 -3.71933 4.43448  0.098
H 1.60564 -2.29487 4.32103  0.061
H -2.67387 -1.76756 4.22474  0.085
H -1.98793 -3.40246 4.41498  0.096
H -1.87668 -2.21801 5.74175  0.094

=====

Among the records above, which one has the highest DFT total energy?
C5H10O2